Record 1
Entry from OMol25: C5H11N as an isolated structure (ωB97M-V/def2-TZVPD).

Atoms and positions in Å:
C  -0.0372  -2.1320  -0.4414
C  -0.4076  -0.9180  0.3728
N  0.6295  -0.1674  0.9080
C  1.6986  0.5154  0.1780
C  0.6809  1.1573  1.0292
C  -1.2317  1.5392  -0.4938
H  -0.9094  -2.4787  -1.0066
H  0.7594  -1.9030  -1.1581
H  0.2991  -2.9649  0.1878
H  -0.8998  0.2234  -0.2707
H  -1.1986  -1.0975  1.1081
H  2.7110  0.2644  0.5012
H  1.5790  0.6350  -0.9031
H  0.6411  1.8272  1.8795
H  -0.5677  2.2794  -0.9482
H  -1.7962  1.9967  0.3239
H  -1.9502  1.2237  -1.2666

Atoms 1-6, force components in eV/Å:
C 0.06 -0.06 -0.01
C 0.12 -0.30 0.19
N -0.23 0.11 -0.12
C 0.20 -0.03 -0.27
C 0.03 -0.10 0.21
C -0.02 0.02 -0.02

Summary:
Orbital gap (spin up / spin down) in Ha: 0.299 / 0.299
LUMO level (spin up / spin down) in eV: 0.71 / 0.71
Molar mass in g/mol: 85.150

Atomic partial charges in e from the Mulliken method, atoms 1 to 6: atom 1 (C): -1.115, atom 2 (C): -0.116, atom 3 (N): -0.002, atom 4 (C): -0.265, atom 5 (C): -0.493, atom 6 (C): -1.232



Record 2
Entry from OMol25: one molecule with the formula C5H11N (ωB97M-V/def2-TZVPD).

Atoms and positions in Å:
C  1.7789  0.4644  -0.6934
N  1.0964  -0.3618  0.2747
C  0.4769  0.2145  1.4524
C  -0.3499  -0.2390  0.2803
C  -1.0512  0.8420  -0.6007
C  -1.1196  -1.5488  0.2119
H  2.0058  -0.1658  -1.5590
H  1.1313  1.2778  -1.0292
H  2.7067  0.8804  -0.2952
H  0.4981  1.2943  1.6171
H  0.6445  -0.3562  2.3715
H  -2.0473  1.0094  -0.1883
H  -1.1778  0.4847  -1.6347
H  -0.6171  1.8483  -0.7036
H  -2.0812  -1.4781  0.7309
H  -1.3263  -1.7588  -0.8450
H  -0.5681  -2.4073  0.6103

Atoms 1-6, force components in eV/Å:
C 0.16 0.14 -0.15
N -0.05 -0.01 -0.29
C -0.12 0.15 0.05
C -0.38 0.15 -0.22
C -0.09 -0.17 0.19
C -0.05 0.05 0.03

Summary:
Orbital gap in Ha: 0.366
LUMO level in eV: 1.08
SMILES: CN1CC1(C)C
Molar mass in g/mol: 85.150

Atomic partial charges in e from the Mulliken method, atoms 1 to 6: atom 1 (C): -0.761, atom 2 (N): -0.361, atom 3 (C): -0.507, atom 4 (C): 1.182, atom 5 (C): -1.605, atom 6 (C): -1.501



Record 3
Entry from OMol25: one molecule with the formula C5H11N (ωB97M-V/def2-TZVPD).

Atoms and positions in Å:
C  1.2154  -1.8087  1.6987
C  1.0744  -0.8709  0.4925
C  -0.2799  -0.2234  0.4059
C  -0.6144  0.6446  -0.5740
C  -1.9430  1.3162  -0.5815
N  0.3390  1.1075  -1.5391
H  1.6031  -1.2535  2.5539
H  0.2250  -2.1604  1.9803
H  1.9061  -2.6410  1.5691
H  1.3623  -1.3978  -0.4270
H  1.7568  -0.0201  0.5763
H  -1.1648  -0.7806  0.7311
H  -2.4700  1.2450  0.3750
H  -1.9027  2.3629  -0.8725
H  -2.6629  0.8661  -1.2785
H  1.0333  1.7319  -1.1340
H  0.8838  0.3300  -1.8993

Atoms 1-6, force components in eV/Å:
C 0.04 0.55 0.30
C 0.20 0.23 0.25
C -0.99 -1.00 -2.25
C 0.92 0.35 1.34
C -1.34 -0.24 -0.27
N 0.22 0.07 -0.17

Summary:
Orbital gap in Ha: 0.359
LUMO level in eV: 1.02
SMILES: CC/C=C(/C)N
Molar mass in g/mol: 85.150

Atomic partial charges in e from the Mulliken method, atoms 1 to 6: atom 1 (C): -1.141, atom 2 (C): -0.194, atom 3 (C): -0.541, atom 4 (C): 0.641, atom 5 (C): -1.150, atom 6 (N): -0.687



Record 4
Entry from OMol25: a 2-piece molecular cluster, C5H11N overall (ωB97M-V/def2-TZVPD).

Atoms and positions in Å:
C  0.9246  2.1451  -0.2265
C  -0.2462  1.5444  -0.4266
C  -0.7079  0.2909  0.2487
C  -2.0289  0.5473  1.0182
H  1.1339  3.1646  -0.5218
H  1.6922  1.6669  0.3750
H  -0.9199  1.9616  -1.1708
H  -0.8615  -0.5373  -0.4538
H  0.0334  -0.0885  0.9571
H  -2.5291  1.3907  0.5398
H  -2.6937  -0.3133  0.9832
H  -1.8294  0.7836  2.0594
C  1.8179  -2.6323  -0.9797
N  1.4086  -2.7522  0.2095
H  2.5893  -3.3026  -1.3534
H  1.5358  -1.8089  -1.6434
H  0.6807  -2.0601  0.3851

Atoms 1-6, force components in eV/Å:
C -0.20 -0.16 0.58
C 0.65 -0.03 -0.37
C -0.21 -0.55 0.29
C 0.30 0.00 -0.48
H 0.04 -0.17 -0.58
H -0.14 0.10 0.23

Summary:
Orbital gap in Ha: 0.398
LUMO level in eV: 1.09
SMILES: C=CCC.C=N
Molar mass in g/mol: 85.150

Atomic partial charges in e from the Mulliken method, atoms 1 to 6: atom 1 (C): -0.804, atom 2 (C): -0.082, atom 3 (C): -0.164, atom 4 (C): -1.124, atom 5 (H): 0.259, atom 6 (H): 0.257



Record 5
Entry from OMol25: one molecule with the formula C5H11N (ωB97M-V/def2-TZVPD).

Atoms and positions in Å:
C  1.2776  1.2212  0.7720
C  0.7643  0.1007  -0.1346
C  0.4887  -1.2078  0.6060
C  -0.9198  -1.2826  0.0152
C  -0.6833  0.2422  -0.3505
N  -1.0910  0.9194  -1.5098
H  0.9490  2.2788  0.4374
H  0.8501  1.0209  1.9067
H  2.4556  1.2689  0.7252
H  1.1894  -0.1650  -1.0695
H  1.2417  -1.9715  0.2642
H  0.4892  -1.2072  1.6931
H  -1.8319  -1.4925  0.7406
H  -0.8789  -1.8677  -0.8827
H  -1.1610  0.8686  0.4854
H  -1.0437  0.1047  -2.3160
H  -2.0960  1.1688  -1.3827

Atoms 1-6, force components in eV/Å:
C 1.71 1.19 0.89
C -0.32 0.64 2.67
C 1.52 -1.86 -0.10
C -1.39 1.05 1.03
C -2.61 0.49 2.68
N -1.45 -2.44 -3.72

Summary:
Orbital gap in Ha: 0.380
LUMO level in eV: 1.19
SMILES: C[C@H]1CC[C@@H]1N
Molar mass in g/mol: 85.150

Atomic partial charges in e from the Mulliken method, atoms 1 to 6: atom 1 (C): -1.213, atom 2 (C): 0.143, atom 3 (C): -0.679, atom 4 (C): -0.541, atom 5 (C): -0.364, atom 6 (N): -0.606



Record 6
Entry from OMol25: a 3-piece molecular cluster, C5H11N overall (ωB97M-V/def2-TZVPD).

Atoms and positions in Å:
C  -1.2386  1.3459  -1.0986
N  -1.2602  0.0948  -1.1301
C  -2.1204  0.7945  -0.0965
H  -0.7724  2.1708  -1.6210
H  -1.7987  0.7192  0.9442
H  -3.1943  0.7545  -0.2658
H  0.5131  1.6868  0.7484
H  0.1575  2.2960  0.5103
C  1.1863  -0.2818  1.3348
C  0.6112  -1.1617  0.5204
C  1.2227  -1.6523  -0.7587
H  0.7403  0.0078  2.2828
H  2.1394  0.1812  1.0816
H  -0.3454  -1.6012  0.8024
H  1.9315  -0.9234  -1.1653
H  0.4611  -1.8461  -1.5171
H  1.7669  -2.5850  -0.5717

Atoms 1-6, force components in eV/Å:
C -0.10 -0.40 -0.29
N -0.02 0.46 -0.22
C -0.32 0.02 0.28
H -0.07 -0.11 0.05
H 0.00 0.01 -0.21
H 0.12 0.04 0.05

Summary:
Orbital gap in Ha: 0.390
LUMO level in eV: 1.22
SMILES: C1=NC1.[H][H].C=CC
Molar mass in g/mol: 85.150

Atomic partial charges in e from the Mulliken method, atoms 1 to 6: atom 1 (C): -0.382, atom 2 (N): -0.299, atom 3 (C): -0.132, atom 4 (H): 0.336, atom 5 (H): 0.210, atom 6 (H): 0.251



Record 7
Entry from OMol25: one molecule with the formula C5H11N (ωB97M-V/def2-TZVPD).

Atoms and positions in Å:
C  1.5546  -0.0708  -0.8103
N  1.1209  0.6389  0.4285
C  0.2540  0.4234  1.5797
C  -0.2931  0.1254  0.2820
C  -1.1249  1.0887  -0.4967
C  -0.6045  -1.3577  0.0910
H  1.9975  -1.0523  -0.6652
H  0.7671  -0.2131  -1.5979
H  2.2216  0.6558  -1.2447
H  -0.1307  1.3601  1.9894
H  0.3536  -0.3853  2.3018
H  -2.1413  1.0723  -0.1134
H  -1.1419  0.8367  -1.5675
H  -0.6819  2.0832  -0.3916
H  -1.5623  -1.5123  0.5990
H  -0.7197  -1.6749  -0.9528
H  0.1309  -2.0179  0.5687

Atoms 1-6, force components in eV/Å:
C 1.20 -0.02 0.03
N -1.23 -0.41 -1.83
C -0.34 -0.23 0.38
C -1.26 0.20 0.66
C -0.41 0.13 0.10
C -0.05 0.05 -0.04

Summary:
Orbital gap in Ha: 0.343
LUMO level in eV: 0.95
SMILES: CN1CC1(C)C
Molar mass in g/mol: 85.150

Atomic partial charges in e from the Mulliken method, atoms 1 to 6: atom 1 (C): -0.755, atom 2 (N): -0.469, atom 3 (C): -0.428, atom 4 (C): 1.106, atom 5 (C): -1.507, atom 6 (C): -1.634



Record 8
Entry from OMol25: one molecule with the formula C5H11N (ωB97M-V/def2-TZVPD).

Atoms and positions in Å:
C  -0.4563  -1.8507  -1.4104
C  -0.4905  -0.8426  -0.2427
C  0.2658  0.3407  -0.0750
C  1.2245  0.9643  -1.1325
N  0.4451  0.7475  1.2005
C  -0.7406  0.7473  2.0552
H  -0.6269  -2.9293  -1.0025
H  -1.2730  -1.7786  -2.2614
H  0.5352  -1.5999  -1.8883
H  -0.6488  -1.1968  0.7937
H  0.9837  0.5832  -2.1111
H  2.3437  0.7985  -0.8951
H  0.8427  2.0233  -1.2677
H  0.9948  1.6574  1.3020
H  -1.1702  1.8137  2.3005
H  -1.6882  0.3256  1.6170
H  -0.5408  0.1965  3.0177

Atoms 1-6, force components in eV/Å:
C -0.93 0.21 -0.54
C 1.71 1.65 0.65
C 0.24 -4.08 -3.12
C -1.07 0.55 0.79
N 0.24 3.43 1.84
C -1.81 1.19 1.78

Summary:
Orbital gap in Ha: 0.306
LUMO level in eV: 1.02
SMILES: C/C=C(\C)NC
Molar mass in g/mol: 85.150

Atomic partial charges in e from the Mulliken method, atoms 1 to 6: atom 1 (C): -0.916, atom 2 (C): -0.409, atom 3 (C): 0.698, atom 4 (C): -1.304, atom 5 (N): -0.279, atom 6 (C): -0.923



Record 9
Entry from OMol25: one molecule with the formula C5H11N (ωB97M-V/def2-TZVPD).

Atoms and positions in Å:
C  1.8342  -0.0905  -0.6310
N  0.8547  0.6188  0.1339
C  0.3497  0.3867  1.4501
C  -0.5071  0.1498  0.2304
C  -1.3443  1.1614  -0.5495
C  -0.8809  -1.3290  0.0812
H  1.7547  -1.1856  -0.5884
H  1.6667  0.2143  -1.6729
H  2.8426  0.2172  -0.3470
H  0.2541  1.2543  2.1026
H  0.6658  -0.5224  1.9727
H  -2.2710  0.7568  -0.9619
H  -0.7185  1.4507  -1.4028
H  -1.5490  2.0819  -0.0003
H  -1.5281  -1.6455  0.9100
H  -1.4222  -1.5372  -0.8461
H  -0.0017  -1.9814  0.1190

Atoms 1-6, force components in eV/Å:
C 0.23 -0.21 -0.07
N 0.22 -0.04 -0.09
C 0.04 0.05 0.23
C -0.03 0.07 -0.29
C -0.27 0.02 0.07
C 0.03 -0.01 -0.13

Summary:
Orbital gap in Ha: 0.359
LUMO level in eV: 1.04
SMILES: CN1CC1(C)C
Molar mass in g/mol: 85.150

Atomic partial charges in e from the Mulliken method, atoms 1 to 6: atom 1 (C): -0.761, atom 2 (N): -0.243, atom 3 (C): -0.423, atom 4 (C): 0.882, atom 5 (C): -1.237, atom 6 (C): -1.558



Record 10
Entry from OMol25: one molecule with the formula C5H11N (ωB97M-V/def2-TZVPD).

Atoms and positions in Å:
C  2.5589  0.2443  0.2827
C  1.1631  -0.3711  0.1696
C  0.0674  0.6719  -0.0689
N  -1.2724  0.0650  -0.1474
C  -2.0326  -0.1671  0.9425
C  -1.8325  -0.4021  -1.2738
H  2.8469  0.7685  -0.6362
H  3.3099  -0.5315  0.4678
H  2.6163  0.9628  1.1088
H  1.1498  -1.0977  -0.6529
H  0.9195  -0.9221  1.0856
H  0.2497  1.2274  -0.9960
H  0.0419  1.3874  0.7644
H  -2.5179  -1.1315  1.0004
H  -2.2618  0.6162  1.6556
H  -1.2739  -0.9943  -1.9881
H  -2.8921  -0.2308  -1.3981

Atoms 1-6, force components in eV/Å:
C 0.00 0.04 0.00
C -0.06 -0.08 0.01
C 0.02 0.02 -0.02
N -0.17 -0.18 -0.02
C -0.04 0.09 0.26
C 0.14 -0.04 -0.21

Summary:
Orbital gap (spin up / spin down) in Ha: 0.291 / 0.291
LUMO level (spin up / spin down) in eV: 0.87 / 0.86
Molar mass in g/mol: 85.150

Atomic partial charges in e from the Mulliken method, atoms 1 to 6: atom 1 (C): -1.194, atom 2 (C): -0.202, atom 3 (C): -0.825, atom 4 (N): 0.117, atom 5 (C): -0.653, atom 6 (C): -0.629



no.,total energy (Eh)
1,-251.65330
2,-251.80990
3,-251.82354
4,-251.79523
5,-251.78123
6,-251.70949
7,-251.73730
8,-251.77285
9,-251.79869
10,-251.75083